Record 1
An isolated molecule of C4H6O at a distorted geometry, computed with ωB97M-V with the def2-TZVPD basis set.

Last column: Löwdin charge in e.
Element x y z (Å)
C (-1.241, 0.109, 0.063)  -0.23
C (0.920, -0.803, 0.131)  -0.14
C (1.027, 0.696, -0.082)  -0.10
C (-0.155, 1.174, 0.030)  -0.10
H (-2.030, 0.229, -0.706)  0.13
H (-1.643, 0.151, 1.117)  0.13
H (1.217, -1.084, 1.125)  0.10
H (1.491, -1.429, -0.603)  0.13
H (2.037, 1.136, -0.274)  0.13
H (-0.195, 2.228, -0.057)  0.09
O (-0.523, -1.036, -0.182)  -0.14

## Properties
- Structure (SMILES): C1=CCOC1
- Energy relative to the best compared isomer or geometry (same formula, charge and spin): 0.975 eV
- HOMO energy: -9.416 eV



Record 2
C4H4MnO5 as an isolated structure at a distorted geometry, computed with ωB97M-V with the def2-TZVPD basis set.

Last column: Löwdin charge in e.
Element x y z (Å)
O (1.860, -1.414, 0.514)  0.28
C (1.446, -1.406, -0.572)  -0.35
O (-1.071, -0.110, -0.499)  -0.12
H (-1.496, 1.906, 3.060)  0.15
Mn (-1.040, -0.853, -2.327)  0.97
O (1.066, -1.246, -1.669)  0.05
O (-1.210, 0.415, 1.658)  0.12
C (-0.666, 1.408, 2.552)  -0.05
C (0.117, 2.325, 1.610)  -0.04
O (0.090, 1.603, 0.359)  0.11
C (-0.679, 0.549, 0.471)  -0.55
H (-0.031, 0.890, 3.279)  0.15
H (1.160, 2.468, 1.904)  0.15
H (-0.367, 3.294, 1.449)  0.15

## Properties
- HOMO energy (alpha / beta): -11.058 / -15.948 eV
- Charge: +1
- Spin multiplicity: 7



Record 3
C6H3N2P as an isolated structure at a distorted geometry, computed with ωB97M-V with the def2-TZVPD basis set.

Last column: Löwdin charge in e.
Element x y z (Å)
C (0.004, 0.551, 3.541)  -0.28
C (1.161, -0.995, -0.744)  -0.21
C (0.589, 0.441, 1.086)  -0.11
C (-1.128, -1.004, 0.006)  -0.48
C (-0.047, 0.209, 2.214)  -0.22
C (0.102, -0.167, -0.202)  -0.40
N (-0.033, 0.814, 4.662)  0.16
N (1.996, -1.678, -1.122)  0.18
P (-1.815, -1.209, 1.507)  1.03
H (1.491, 1.037, 1.022)  0.13
H (-1.525, -1.478, -0.881)  0.05
H (-0.105, 0.624, -0.941)  0.16

## Properties
- Energy relative to the best compared isomer or geometry (same formula, charge and spin): 0.000 eV
- HOMO energy: -10.179 eV



Record 4
A 3-piece molecular cluster, C14H43N7O9P4 overall at a distorted geometry, computed with ωB97M-V with the def2-TZVPD basis set.

Last column: Löwdin charge in e.
Element x y z (Å)
O (-1.496, 2.610, -9.429)  0.14
C (-1.732, 1.824, -8.540)  -0.61
O (-1.973, 2.217, -7.274)  0.08
N (-1.713, 0.427, -8.819)  -0.26
C (-2.980, -0.028, -9.386)  -0.28
O (-3.031, -1.423, -9.341)  -0.19
O (-4.293, -1.869, -9.824)  0.01
P (-1.090, -0.526, -7.499)  0.91
P (-2.674, -0.906, -6.045)  0.23
O (-3.113, 0.276, -5.315)  -0.31
O (-3.956, -1.656, -6.623)  -0.14
O (-2.029, -1.945, -4.999)  -0.17
H (-2.729, 2.810, -7.282)  0.13
H (-3.846, 0.460, -8.920)  0.14
H (-2.995, 0.263, -10.443)  0.14
H (-4.750, -1.111, -10.208)  0.09
H (-0.831, -1.783, -8.079)  -0.06
H (-3.727, -2.463, -7.097)  0.07
H (-1.253, -1.538, -4.594)  0.06
O (1.443, 0.236, -2.826)  -0.31
P (0.868, -0.149, -1.480)  0.71
N (-0.122, 1.229, -1.150)  -0.35
C (0.390, 2.479, -0.623)  -0.12
C (-1.164, 1.440, -2.141)  -0.14
N (2.320, -0.264, -0.597)  -0.31
C (2.579, 0.378, 0.674)  -0.14
C (3.556, -0.392, -1.361)  -0.14
N (0.066, -1.108, -0.213)  -0.29
C (-0.206, -2.483, -0.671)  -0.14
C (-1.044, -0.640, 0.602)  -0.13
H (-0.448, 3.077, -0.256)  0.08
H (0.947, 3.068, -1.364)  0.09
H (1.021, 2.322, 0.251)  0.05
H (-1.832, 0.568, -2.171)  0.07
H (-0.761, 1.586, -3.149)  0.07
H (-1.786, 2.302, -1.899)  0.08
H (2.912, 1.415, 0.544)  0.08
H (3.368, -0.150, 1.214)  0.08
H (1.718, 0.363, 1.339)  0.05
H (3.903, 0.576, -1.743)  0.08
H (3.428, -1.063, -2.205)  0.07
H (4.341, -0.815, -0.730)  0.08
H (-1.031, -2.519, -1.392)  0.07
H (-0.448, -3.136, 0.169)  0.07
H (0.685, -2.898, -1.153)  0.08
H (-1.959, -0.452, 0.031)  0.08
H (-0.778, 0.259, 1.152)  0.06
H (-1.269, -1.404, 1.354)  0.08
O (1.927, 0.568, 3.854)  -0.30
P (1.259, -0.103, 5.032)  0.72
N (0.146, 1.136, 5.505)  -0.35
C (0.528, 2.289, 6.298)  -0.12
C (-0.815, 1.480, 4.472)  -0.14
N (2.631, -0.294, 6.030)  -0.31
C (2.734, 0.105, 7.415)  -0.14
C (3.937, -0.198, 5.384)  -0.14
N (0.419, -1.328, 6.006)  -0.29
C (0.299, -2.605, 5.276)  -0.14
C (-0.798, -1.089, 6.768)  -0.13
H (-0.376, 2.767, 6.684)  0.08
H (1.107, 3.032, 5.734)  0.09
H (1.088, 2.003, 7.186)  0.05
H (-1.422, 0.601, 4.214)  0.07
H (-0.332, 1.835, 3.552)  0.07
H (-1.504, 2.252, 4.815)  0.08
H (2.997, 1.165, 7.512)  0.08
H (3.516, -0.472, 7.918)  0.08
H (1.818, -0.089, 7.974)  0.07
H (4.239, 0.845, 5.224)  0.09
H (3.935, -0.702, 4.422)  0.07
H (4.695, -0.685, 6.001)  0.08
H (-0.447, -2.550, 4.477)  0.07
H (0.030, -3.418, 5.951)  0.08
H (1.262, -2.868, 4.825)  0.08
H (-1.666, -0.851, 6.144)  0.08
H (-0.658, -0.297, 7.498)  0.07
H (-1.033, -1.993, 7.337)  0.09

## Properties
- Structure (SMILES): CN(C)P(=O)(N(C)C)N(C)C.CN(C)P(=O)(N(C)C)N(C)C.O=C(O)N(COO)PP(=O)(O)O
- HOMO energy: -8.027 eV



Record 5
An isolated molecule of C4H7N3, computed with ωB97M-V with the def2-TZVPD basis set.

Last column: Löwdin charge in e.
Element x y z (Å)
N (2.280, 0.036, -1.064)  0.08
C (1.085, -0.066, -0.309)  -0.39
C (0.251, 0.845, 0.308)  -0.01
C (-0.941, 0.140, 0.659)  -0.36
N (-2.150, 0.676, 1.175)  0.06
C (-0.764, -1.176, 0.315)  -0.09
N (0.480, -1.282, -0.272)  0.05
H (2.034, 0.141, -2.045)  0.08
H (2.823, 0.851, -0.808)  0.08
H (0.468, 1.889, 0.501)  0.10
H (-2.917, 0.398, 0.572)  0.08
H (-2.130, 1.688, 1.178)  0.07
H (-1.399, -2.034, 0.475)  0.11
H (0.882, -2.105, -0.686)  0.15

## Properties
- Structure (SMILES): Nc1c[nH]c(N)c1
- Energy relative to the best compared isomer or geometry (same formula, charge and spin): 0.159 eV
- HOMO energy: -7.318 eV



Record 6
CH3NO as an isolated structure at a distorted geometry, computed with ωB97M-V with the def2-TZVPD basis set.

Last column: Löwdin charge in e.
Element x y z (Å)
C (-0.213, -0.566, -0.158)  -0.03
N (0.591, 0.420, -0.007)  0.08
O (-2.015, 0.016, -0.023)  -0.41
H (0.102, -1.510, 0.027)  0.05
H (1.600, 0.342, 0.101)  0.13
H (-0.064, 1.298, 0.060)  0.18

## Properties
- Energy relative to the best compared isomer or geometry (same formula, charge and spin): 5.667 eV
- HOMO energy (alpha / beta): -8.793 / -8.795 eV